Entry 1:
DFT (ωB97M-V/def2-TZVPD) results for a molecular structure, C16H20AsCl3N2O4RuS2 at a distorted geometry.

Structure (ORCA input):
```
! RIJCOSX wB97M-V def2-TZVPD def2/J DEFGRID3
* xyz -1 6
Ru 0.84 -0.61 1.02
S -1.55 -0.84 0.46
C -3.22 -1.01 0.10
C -3.77 -2.28 -0.09
C -5.13 -2.41 -0.38
C -5.94 -1.28 -0.49
C -5.39 -0.01 -0.30
C -4.03 0.12 0.00
H -3.14 -3.16 -0.01
H -5.55 -3.40 -0.53
H -6.99 -1.39 -0.72
H -6.01 0.87 -0.37
H -3.60 1.11 0.15
Cl 0.97 -5.52 1.90
C 0.68 -4.84 0.26
Cl 1.65 -5.82 -0.91
Cl -1.06 -5.07 -0.16
C 1.04 -3.31 0.23
O 1.94 -2.93 -0.58
O 0.39 -2.57 1.04
C 5.32 1.41 -0.42
As 3.72 0.28 -0.25
C 4.19 -1.58 0.21
C 2.55 0.43 -1.82
S 2.67 1.03 1.34
H 5.94 1.06 -1.27
H 5.91 1.36 0.51
H 5.01 2.46 -0.61
H 4.78 -2.03 -0.62
H 3.26 -2.16 0.37
H 4.80 -1.58 1.14
H 3.08 0.04 -2.72
H 2.28 1.49 -1.98
H 1.63 -0.17 -1.65
C -0.84 4.32 -1.21
N -0.70 3.41 -0.09
C -1.15 3.77 1.15
C -1.01 2.93 2.17
C -0.37 1.62 1.93
O -0.27 0.88 2.91
N 0.05 1.32 0.70
C -0.09 2.17 -0.32
O 0.30 1.90 -1.46
H -1.33 5.25 -0.91
H -1.44 3.83 -1.99
H 0.15 4.55 -1.62
H -1.61 4.74 1.27
H -1.34 3.15 3.17
H 2.36 -1.53 1.44
*
```

Values from the calculation:
⟨S²⟩ ... 8.779
Largest force on an atom ... 4.4 eV/Å
E_LUMO (spin up / spin down) ... 2.708 / 1.623 eV

Here are the natural (NBO) charges for atoms 1 to 2, given in e: 1.05, -0.16

Entry 2:
DFT (ωB97M-V/def2-TZVPD) results for 2 unconnected molecules or ions with the total composition C9H11N2O at a distorted geometry.

Structure (ORCA input):
```
! RIJCOSX wB97M-V def2-TZVPD def2/J DEFGRID3
* xyz 1 1
C -2.50 2.19 -0.19
C 3.44 0.29 0.09
C 2.93 1.46 0.59
C 2.61 -0.68 -0.57
C 1.60 1.70 0.53
C 1.27 -0.48 -0.59
C 0.71 0.72 0.00
C -1.81 0.10 -0.29
C -0.69 1.01 0.05
N -1.17 2.23 0.25
N -2.88 1.01 -0.66
O -1.23 -2.48 0.60
H -3.13 3.09 -0.16
H 4.44 0.06 0.23
H 3.71 2.16 1.04
H 3.26 -1.46 -0.90
H 1.14 2.61 0.66
H 0.54 -1.15 -1.04
H -2.08 -0.61 0.57
H -1.42 -0.54 -1.11
H -1.69 -3.29 0.89
H -3.88 0.68 -0.79
H -0.38 -2.85 0.29
*
```

Values from the calculation:
Largest force on an atom ... 3.3 eV/Å
E_LUMO ... -5.016 eV

Here are the natural (NBO) charges for atoms 1 to 2, given in e: 0.37, -0.09